Entry 1:
Here is C2H4ClNS in the gas phase in a non-equilibrium geometry from the Open Molecules 2025 dataset. Energies are from ωB97M-V/def2-TZVPD.

```
9
Properties=species:S:1:pos:R:3:lowdin_charge:R:1
Cl 0.987 -2.020 -0.296 0.5892
H 1.466 0.225 -1.971 0.0825
H -0.230 0.704 1.480 0.0771
H -1.779 0.119 0.685 0.0982
C 0.694 0.502 -1.167 -0.7265
S 0.184 2.045 -0.956 0.6086
C -0.702 -0.132 0.906 -0.1780
H -0.870 -1.043 1.492 0.0664
N 0.250 -0.400 -0.173 -0.6175
```

* SMILES string: CN(Cl)C=S
* highest occupied orbital energy: -0.32354 Eh
* energy relative to the best compared isomer or geometry (same formula, charge and spin): 198.7 kJ/mol
* HOMO-LUMO gap: 8.94 eV
* spin multiplicity: 1
* E_tot: -991.66446 a.u.

Entry 2:
Here is 2 unconnected molecules or ions with the total composition BH3OS in a non-equilibrium geometry from the Open Molecules 2025 dataset. Energies are from ωB97M-V/def2-TZVPD.

```
6
Properties=species:S:1:pos:R:3:lowdin_charge:R:1
H 2.211 -0.088 -0.057 0.0246
H -1.933 -1.022 -0.869 -0.0358
B -1.551 -0.033 -0.390 -0.5339
O 1.508 -0.507 0.428 -0.0994
S -1.165 1.438 0.107 0.6761
H 0.930 0.213 0.781 -0.0317
```

* SMILES string: B=S.O
* highest occupied orbital energy: -0.39237 Eh
* energy relative to the best compared isomer or geometry (same formula, charge and spin): 143.6 kJ/mol
* HOMO-LUMO gap: 11.19 eV
* spin multiplicity: 1
* E_tot: -500.07101 a.u.